# 1
{
  "formula": "C28H28Cl60IN4O4P2",
  "method": "ωB97M-V/def2-TZVPD",
  "elements": ["C", "O", "C", "C", "C", "C", "C", "C", "C", "C", "C", "N", "C", "N", "C", "P", "C", "O", "N", "P", "O", "O", "N", "I", "H", "H", "H", "H", "H", "H", "H", "H", "H", "H", "H", "H", "H", "H", "H", "H", "H", "H", "H", "H", "H", "H", "H", "H", "H", "H", "H", "H", "C", "Cl", "Cl", "Cl", "Cl", "C", "Cl", "Cl", "Cl", "Cl", "C", "Cl", "Cl", "Cl", "Cl", "C", "Cl", "Cl", "Cl", "Cl", "C", "Cl", "Cl", "Cl", "Cl", "C", "Cl", "Cl", "Cl", "Cl", "C", "Cl", "Cl", "Cl", "Cl", "C", "Cl", "Cl", "Cl", "Cl", "C", "Cl", "Cl", "Cl", "Cl", "C", "Cl", "Cl", "Cl", "Cl", "C", "Cl", "Cl", "Cl", "Cl", "C", "Cl", "Cl", "Cl", "Cl", "C", "Cl", "Cl", "Cl", "Cl", "C", "Cl", "Cl", "Cl", "Cl", "C", "Cl", "Cl", "Cl", "Cl"],
  "coordinates": [[-5.35543, -4.30970, 2.90095], [-4.71263, -4.25204, 1.64678], [-3.32365, -4.00251, 1.74696], [-3.00079, -2.56143, 1.39273], [-3.41904, -2.17148, -0.01514], [-3.03829, -0.71547, -0.34985], [-2.15174, -0.52865, -1.60050], [-1.01283, 0.48499, -1.38332], [0.38365, -0.06906, -1.64504], [0.84150, -0.97797, -0.48852], [2.15892, -0.53590, 0.17603], [1.87923, 0.47129, 1.19781], [1.32852, 0.28803, 2.39024], [1.03108, 1.32471, 3.19195], [0.46189, 0.83686, 4.26512], [-0.06061, 1.99719, 5.63512], [-1.84826, 2.06265, 5.25360], [0.05027, 1.20524, 7.04195], [0.37231, -0.51953, 4.18214], [-0.38297, -1.47840, 5.43991], [-1.32665, -2.51420, 4.63995], [0.84626, -2.41885, 5.86715], [0.97538, -0.88632, 2.96802], [1.17777, -2.85925, 2.45945], [-6.40691, -4.52396, 2.74330], [-4.94793, -5.08359, 3.55337], [-5.29988, -3.33221, 3.39176], [-2.75717, -4.72681, 1.16184], [-3.03279, -4.16424, 2.78949], [-1.91290, -2.44528, 1.46833], [-3.48724, -1.91855, 2.13255], [-3.07710, -2.89508, -0.75203], [-4.50548, -2.23434, -0.02659], [-2.55831, -0.27513, 0.52411], [-3.95462, -0.15695, -0.51646], [-1.80688, -1.48155, -1.99829], [-2.80158, -0.11025, -2.36442], [-1.08413, 0.89463, -0.37739], [-1.14329, 1.32009, -2.06993], [0.34204, -0.70125, -2.52816], [1.07732, 0.74872, -1.82125], [0.08852, -0.95701, 0.29903], [0.93209, -2.01681, -0.80269], [2.76765, -0.06102, -0.58652], [2.74919, -1.36640, 0.55094], [2.09794, 1.43068, 0.98040], [-2.37218, 2.46176, 6.11558], [-2.23782, 1.08303, 4.98522], [-1.99044, 2.74106, 4.41788], [-0.67095, 0.57047, 7.17616], [-1.89515, -2.08879, 3.97831], [0.55264, -2.95084, 6.62406], [0.77676, -6.10497, -0.91588], [1.24241, -4.92651, 0.35777], [2.02076, -7.33091, -1.06102], [-0.76461, -6.83997, -0.50207], [0.63547, -5.21836, -2.43027], [1.84532, 2.61177, -3.44132], [2.29485, 3.15101, -1.81636], [2.56043, 1.02764, -3.76473], [0.08867, 2.49001, -3.54884], [2.44743, 3.77836, -4.61902], [-0.93513, 6.16176, -6.77527], [0.26345, 5.28268, -5.81160], [-0.78115, 5.71268, -8.47344], [-2.55919, 5.76471, -6.20372], [-0.63525, 7.88806, -6.57829], [-9.63344, -4.49708, 4.59208], [-8.17388, -3.71478, 5.21082], [-10.56338, -5.15290, 5.93403], [-10.60657, -3.30813, 3.72859], [-9.16638, -5.78400, 3.45987], [-8.42758, -8.98995, 6.95923], [-7.71903, -8.04467, 8.27401], [-7.41784, -10.40225, 6.63790], [-10.04774, -9.51399, 7.41999], [-8.52803, -7.98504, 5.50955], [-8.51250, 0.33776, 3.60388], [-7.06578, 1.09474, 4.29250], [-9.50370, -0.31600, 4.90814], [-9.43216, 1.54287, 2.70644], [-8.01948, -0.96194, 2.51210], [5.61542, -8.36013, -2.63447], [6.84511, -7.37560, -1.83423], [4.77396, -9.33868, -1.41891], [4.45440, -7.29598, -3.42835], [6.36814, -9.39863, -3.83521], [0.01685, 11.73078, -4.57509], [1.61211, 12.32899, -4.12433], [-0.26538, 10.18244, -3.76551], [-1.21737, 12.88652, -4.07731], [-0.05662, 11.49706, -6.32502], [3.83433, 12.18213, -0.38162], [4.81852, 11.02592, 0.53842], [4.74068, 12.69245, -1.81107], [2.33965, 11.39810, -0.88623], [3.46535, 13.59537, 0.60274], [2.20570, 11.32323, 4.66334], [0.53110, 10.80506, 4.43882], [2.98192, 10.31324, 5.88458], [3.08194, 11.16702, 3.13793], [2.23516, 13.00901, 5.18644], [4.31709, -11.29017, -6.80840], [3.29433, -12.18388, -7.93392], [5.19097, -10.03248, -7.68953], [3.30999, -10.54838, -5.56122], [5.46727, -12.39515, -6.04945], [6.11531, -6.98754, -10.66049], [7.84186, -7.15641, -10.97858], [5.52376, -5.48891, -11.38251], [5.24889, -8.36055, -11.35067], [5.84097, -6.94063, -8.91491], [7.08659, 9.62824, 5.85117], [6.34482, 10.75709, 4.71537], [8.34172, 8.70160, 5.02415], [7.80094, 10.52443, 7.19134], [5.85881, 8.51765, 6.47616], [4.25418, 6.99282, -2.64321], [5.43861, 6.19436, -1.60292], [4.49621, 6.47120, -4.31234], [2.62417, 6.55289, -2.11683], [4.45357, 8.73997, -2.53530], [4.51251, -3.88570, -6.04551], [5.47460, -4.76875, -4.86302], [5.49661, -3.53013, -7.45872], [3.13135, -4.88006, -6.52304], [3.93267, -2.38294, -5.30969]],
  "atomic_forces_ev_per_a": [[-0.2, 0.4, -0.1], [0.1, -0.4, -0.3], [-0.2, 0.2, 0.8], [0.5, -0.6, -0.4], [-0.8, 0.6, 0.4], [0.1, -0.6, -0.4], [-0.4, 0.6, 0.4], [0.0, 0.0, -0.7], [-0.6, -0.5, 0.8], [0.4, 0.0, 0.3], [-0.6, 0.0, -0.7], [0.5, -0.1, 0.1], [0.1, -0.4, -0.5], [0.0, 0.7, 0.1], [-0.2, -0.8, 0.0], [0.6, 1.4, -0.2], [0.2, -0.5, -0.2], [-0.5, -0.5, -0.1], [0.2, -0.3, 0.0], [-0.7, 0.8, 0.8], [0.3, 0.0, -0.6], [-0.2, -0.3, -0.2], [-0.1, 0.2, 0.3], [0.0, 0.5, 0.4], [-0.1, -0.1, -0.2], [0.2, -0.1, 0.0], [0.0, 0.0, 0.2], [-0.1, 0.0, -0.4], [0.2, -0.1, 0.1], [0.1, 0.1, 0.2], [0.0, 0.2, -0.1], [0.3, 0.0, 0.0], [-0.1, -0.2, -0.2], [0.1, 0.1, 0.1], [-0.1, 0.2, 0.2], [0.2, -0.1, 0.2], [0.0, -0.2, -0.3], [0.1, 0.1, 0.2], [-0.3, -0.2, 0.4], [0.1, 0.3, -0.4], [0.0, -0.3, 0.3], [-0.2, -0.2, 0.0], [0.0, -0.1, -0.1], [0.2, 0.2, 0.1], [0.0, 0.0, 0.3], [-0.1, 0.1, 0.1], [-0.1, 0.1, 0.1], [-0.3, 0.0, 0.1], [0.0, 0.1, -0.1], [0.2, -0.1, 0.1], [-0.1, -0.2, 0.1], [0.4, -0.1, 0.0], [0.0, -0.2, -0.1], [0.1, -0.4, -0.4], [-0.1, 0.1, 0.2], [0.0, 0.1, 0.1], [0.0, 0.1, 0.0], [0.0, 0.1, -0.3], [0.1, -0.1, 0.1], [0.3, 0.1, -0.3], [0.3, 0.5, -0.5], [0.3, -0.4, 0.3], [0.1, 0.1, 0.1], [-0.4, 0.1, -0.3], [0.0, 0.0, 0.0], [0.0, 0.0, 0.0], [-0.1, 0.1, -0.1], [0.0, 0.0, -0.1], [0.1, 0.0, 0.1], [0.0, 0.0, 0.0], [-0.1, -0.1, -0.1], [-0.1, 0.2, -0.1], [0.0, 0.0, 0.0], [0.0, 0.0, 0.0], [0.0, 0.0, 0.0], [0.0, 0.0, 0.0], [0.1, -0.2, 0.2], [0.0, 0.0, 0.0], [0.0, 0.0, 0.0], [0.1, 0.2, 0.0], [0.0, 0.0, 0.0], [0.0, 0.0, 0.0], [0.0, 0.0, 0.0], [0.0, 0.0, 0.0], [0.0, -0.1, 0.0], [-0.1, -0.3, 0.0], [0.0, -0.1, 0.0], [0.0, 0.0, 0.0], [0.0, 0.1, -0.1], [0.0, 0.0, 0.0], [0.0, 0.0, 0.0], [0.0, 0.0, 0.0], [0.0, 0.0, 0.0], [0.1, 0.1, -0.1], [0.0, 0.0, -0.1], [0.0, -0.1, 0.1], [0.0, 0.0, 0.0], [0.0, 0.0, 0.0], [0.0, 0.0, 0.0], [-0.1, 0.0, 0.0], [-0.1, 0.0, 0.1], [0.0, 0.0, 0.0], [0.0, 0.0, -0.1], [0.0, 0.0, 0.0], [0.0, 0.0, 0.1], [-0.1, 0.0, 0.0], [0.0, 0.0, 0.0], [0.0, 0.0, 0.0], [0.0, 0.0, 0.0], [0.0, 0.0, 0.0], [0.0, 0.0, 0.0], [0.0, 0.0, 0.1], [0.0, 0.0, 0.0], [0.0, 0.0, 0.0], [0.0, 0.0, 0.0], [0.0, 0.0, 0.0], [0.0, 0.0, 0.0], [0.0, 0.1, 0.0], [0.0, 0.0, 0.0], [0.1, 0.1, 0.0], [0.0, 0.1, 0.0], [0.0, 0.0, 0.0], [0.1, -0.1, 0.0], [0.1, 0.3, -0.1], [0.0, 0.1, 0.0], [0.0, 0.0, 0.0], [0.0, 0.1, 0.0]],
  "charge": 1,
  "e_lumo_ev": -4.2,
  "homo_energy_ev": -11.790,
  "homo_lumo_gap_ev": 7.61,
  "spin_multiplicity": 1,
  "total_energy_ha": -30195.19603
}

# 2
{
  "formula": "C28H28Cl7MoO3",
  "method": "ωB97M-V/def2-TZVPD",
  "elements": ["Mo", "C", "C", "C", "C", "C", "C", "C", "C", "C", "C", "C", "C", "H", "H", "H", "H", "H", "H", "H", "H", "H", "H", "H", "H", "H", "H", "H", "H", "H", "H", "Cl", "C", "C", "C", "Cl", "C", "Cl", "C", "Cl", "C", "Cl", "Cl", "C", "C", "C", "Cl", "C", "O", "C", "C", "O", "C", "H", "H", "H", "C", "C", "C", "O", "H", "H", "H", "H", "H", "H", "H"],
  "coordinates": [[0.60458, 0.37057, -0.03158], [1.02009, -2.34855, 2.77439], [0.18594, -2.26686, 1.52024], [0.75858, -2.29177, 0.22401], [2.18154, -2.76338, -0.02000], [-0.09826, -2.21250, -0.90843], [0.47727, -2.29509, -2.30247], [-1.48795, -2.21463, -0.74680], [-2.36451, -2.22010, -1.97157], [-2.04265, -2.27204, 0.54166], [-3.53942, -2.23242, 0.71983], [-1.21280, -2.29895, 1.66166], [-1.80277, -2.36225, 3.04384], [0.94965, -3.34586, 3.21777], [0.66209, -1.63808, 3.52287], [2.06319, -2.13655, 2.60121], [2.78677, -2.04677, -0.56939], [2.13836, -3.67838, -0.61331], [2.69687, -3.00340, 0.90144], [0.27421, -3.27754, -2.73818], [1.54993, -2.14869, -2.31126], [0.03112, -1.55376, -2.96747], [-1.92113, -2.81511, -2.76860], [-2.50723, -1.20940, -2.37027], [-3.34747, -2.63736, -1.76975], [-3.96524, -3.23934, 0.76734], [-4.03134, -1.71462, -0.10334], [-3.81834, -1.72488, 1.64309], [-1.92518, -1.35750, 3.46657], [-1.16433, -2.92043, 3.72533], [-2.77655, -2.84595, 3.04694], [3.47365, -0.21078, 1.45835], [2.47813, 0.88538, 2.34121], [1.29178, 1.34157, 1.75611], [0.61735, 2.33918, 2.48238], [-0.77142, 3.14023, 1.83961], [1.03716, 2.76311, 3.74377], [0.15730, 3.95051, 4.60971], [2.18662, 2.21676, 4.31294], [2.69308, 2.70289, 5.87054], [2.92902, 1.28537, 3.59333], [4.37109, 0.63742, 4.25390], [-5.18944, 4.25969, -2.50175], [-3.68168, 3.58504, -2.01707], [-2.49392, 4.11917, -2.54700], [-1.26662, 3.61383, -2.20270], [0.15234, 4.34575, -2.83851], [-1.14473, 2.51451, -1.31151], [0.02602, 2.04748, -1.02078], [-2.36158, 2.02706, -0.75889], [-2.30319, 1.06460, 0.26274], [-1.25001, 0.46545, 0.58985], [-3.61991, 2.56608, -1.11552], [-2.54669, 4.95658, -3.23199], [-3.20077, 0.81273, 0.82503], [-4.52076, 2.16613, -0.66382], [4.06862, 1.19787, -2.00576], [2.79196, 0.48364, -2.41329], [2.02663, 1.23651, -3.48284], [1.95962, 0.29254, -1.24690], [4.68285, 1.38965, -2.88769], [4.65174, 0.60116, -1.30657], [3.82655, 2.15488, -1.53964], [3.03066, -0.52288, -2.77181], [1.83109, 2.25424, -3.15663], [1.07624, 0.75083, -3.70338], [2.61615, 1.26745, -4.40114]],
  "atomic_forces_ev_per_a": [[0.9, 0.2, 0.1], [-0.1, 0.0, 0.0], [0.1, 0.0, -0.1], [0.0, 0.0, 0.0], [0.0, 0.0, 0.1], [0.0, 0.0, 0.0], [0.0, 0.0, 0.0], [0.0, 0.0, 0.0], [0.0, 0.0, -0.1], [0.0, 0.1, 0.0], [-0.1, 0.0, 0.0], [0.0, 0.1, 0.0], [-0.1, 0.0, 0.1], [0.0, 0.0, 0.0], [0.0, 0.0, 0.0], [0.2, 0.0, -0.1], [0.0, 0.0, 0.0], [0.0, 0.0, 0.0], [0.0, 0.0, 0.1], [0.0, 0.0, 0.0], [0.0, 0.0, 0.0], [0.0, 0.0, 0.0], [0.0, 0.0, 0.0], [0.0, 0.0, 0.0], [0.0, 0.0, 0.0], [0.0, 0.0, 0.0], [0.0, 0.0, 0.1], [0.0, 0.0, -0.1], [0.0, -0.1, 0.0], [-0.1, 0.0, 0.0], [0.0, 0.0, 0.0], [0.1, -0.2, -0.2], [-0.1, 0.0, 0.0], [-0.1, 0.1, 0.0], [0.1, -0.1, 0.0], [0.0, 0.1, -0.1], [0.1, 0.0, 0.0], [0.0, 0.0, 0.0], [0.0, 0.0, 0.0], [0.0, 0.0, 0.0], [0.0, 0.0, 0.1], [0.0, 0.0, 0.0], [-0.1, 0.0, 0.0], [0.0, -0.1, 0.1], [0.1, 0.0, 0.0], [-0.1, 0.0, 0.0], [0.1, 0.0, 0.0], [-0.3, 0.1, -0.1], [0.3, -0.2, 0.0], [0.0, 0.0, 0.0], [0.1, 0.0, -0.2], [-0.9, -0.2, 0.3], [-0.1, 0.1, 0.0], [0.0, 0.0, 0.0], [-0.1, 0.0, 0.0], [0.0, 0.0, 0.0], [-0.1, 0.0, 0.1], [0.0, 0.2, 0.1], [0.0, 0.0, 0.1], [0.1, -0.2, -0.3], [-0.1, 0.0, 0.0], [0.0, 0.0, 0.0], [0.0, 0.0, 0.0], [0.0, 0.0, 0.1], [0.0, 0.0, 0.0], [0.0, 0.0, 0.0], [0.0, 0.0, 0.1]],
  "charge": 1,
  "e_lumo_ev": [-4.4, -4.5],
  "homo_energy_ev": [-11.156, -11.564],
  "homo_lumo_gap_ev": [6.80, 7.10],
  "spin_multiplicity": 3,
  "relative_energy_ev": 0.696,
  "total_energy_ha": -4598.82299
}

# 3
{
  "formula": "C28H28ClN2O7SeTa",
  "method": "ωB97M-V/def2-TZVPD",
  "elements": ["Ta", "C", "O", "C", "C", "C", "C", "C", "C", "N", "N", "C", "C", "O", "C", "C", "C", "C", "C", "C", "C", "C", "H", "H", "H", "H", "H", "H", "H", "H", "H", "H", "H", "H", "H", "O", "Se", "O", "O", "O", "Cl", "C", "C", "C", "C", "C", "C", "C", "H", "H", "H", "H", "H", "H", "C", "C", "C", "C", "O", "H", "H", "H", "H", "H", "H", "H", "H", "H"],
  "coordinates": [[-1.52291, 0.85545, -0.12293], [-3.41820, -0.29156, 2.73903], [-2.15510, -0.33781, 2.07013], [-1.13498, -1.02648, 2.65161], [-1.28665, -1.71349, 3.84914], [-0.20159, -2.36412, 4.41476], [1.03658, -2.32423, 3.79212], [1.17599, -1.64804, 2.59279], [0.09432, -1.01494, 1.99970], [0.22536, -0.32909, 0.72139], [1.28660, -0.65526, 0.14084], [1.74557, -0.07046, -1.01067], [1.19816, 1.08093, -1.55470], [0.09189, 1.59878, -1.08007], [1.84571, 1.74249, -2.63139], [2.96332, 1.20209, -3.17141], [3.54681, -0.00865, -2.67278], [4.70542, -0.56438, -3.25908], [5.26141, -1.70895, -2.75684], [4.67371, -2.33074, -1.63730], [3.54753, -1.81321, -1.05465], [2.95215, -0.64155, -1.56948], [-3.29898, 0.15614, 3.72548], [-3.83179, -1.29525, 2.82598], [-4.06942, 0.31852, 2.12815], [-2.24406, -1.73511, 4.34568], [-0.33061, -2.89272, 5.35124], [1.89414, -2.81042, 4.23753], [2.13647, -1.59935, 2.09972], [1.40110, 2.65401, -3.00845], [3.44419, 1.69515, -4.00971], [5.14755, -0.06691, -4.11558], [6.14315, -2.13827, -3.21529], [5.11460, -3.23516, -1.23452], [3.09745, -2.30346, -0.20138], [-4.15863, 3.04733, -1.55875], [-3.86183, 1.46124, -1.47510], [-4.85040, 0.39813, -2.16850], [-2.21142, 1.17467, -1.93535], [-3.50586, 1.04414, 0.15983], [2.11673, -3.69376, -4.30124], [0.88669, -3.04889, -3.24144], [-0.01943, -2.11995, -3.72327], [-0.98184, -1.59908, -2.86780], [-1.04223, -1.97360, -1.52258], [-2.01741, -1.34955, -0.56428], [-0.12144, -2.92357, -1.07999], [0.82951, -3.47184, -1.92802], [0.02673, -1.81066, -4.75994], [-1.69144, -0.87430, -3.24924], [-2.12263, -1.95588, 0.32933], [-2.99710, -1.23990, -1.03673], [-0.15592, -3.25162, -0.04441], [1.53034, -4.21609, -1.57093], [0.11783, 3.63890, 2.38441], [-1.20453, 3.35589, 1.70480], [-2.38279, 3.57781, 2.63299], [-1.35221, 4.19685, 0.44273], [-1.20080, 1.94278, 1.35949], [0.20429, 4.70490, 2.60372], [0.94744, 3.35089, 1.73592], [0.20238, 3.07891, 3.31910], [-2.46372, 4.63473, 2.89470], [-2.26034, 2.99844, 3.55212], [-3.31285, 3.27242, 2.14858], [-1.42398, 5.25246, 0.70820], [-2.26490, 3.94554, -0.10925], [-0.49314, 4.06869, -0.21817]],
  "atomic_forces_ev_per_a": [[2.3, -2.1, 1.1], [0.1, 0.0, 0.1], [0.0, 0.0, -0.2], [-0.3, 0.1, 0.1], [0.1, 0.0, 0.1], [0.0, 0.0, 0.0], [0.0, 0.0, 0.0], [0.2, -0.1, 0.0], [0.0, 0.3, -0.4], [-0.3, -0.3, 0.4], [0.5, 0.2, -0.2], [0.2, -0.5, 0.3], [-0.4, 0.3, 0.0], [-0.2, -0.2, 0.0], [0.0, 0.0, 0.0], [0.2, -0.1, -0.1], [-0.1, 0.2, -0.1], [0.0, 0.1, 0.0], [-0.1, 0.0, 0.1], [0.1, 0.0, -0.1], [-0.1, 0.1, 0.0], [-0.1, -0.1, 0.2], [0.0, 0.0, 0.0], [0.0, -0.1, 0.0], [0.0, 0.0, 0.0], [0.0, 0.0, 0.0], [0.0, 0.0, 0.0], [0.0, 0.0, 0.0], [0.0, 0.0, 0.0], [0.0, 0.0, 0.0], [0.0, 0.0, 0.0], [0.0, 0.0, 0.0], [0.0, 0.0, 0.0], [0.0, 0.0, 0.0], [0.0, 0.0, -0.1], [0.1, -1.1, 0.0], [-1.5, 0.7, -0.9], [0.7, 0.6, 0.5], [-1.1, 0.6, -0.3], [-0.4, 0.6, -0.8], [-0.1, 0.1, 0.1], [0.1, 0.0, -0.1], [-0.1, 0.1, 0.0], [0.0, 0.1, -0.1], [-0.2, 0.2, 0.2], [0.4, 0.3, -0.4], [0.1, -0.2, 0.1], [0.0, -0.1, 0.1], [0.0, 0.0, 0.0], [0.0, 0.0, 0.0], [0.0, -0.1, 0.0], [0.0, -0.1, 0.0], [0.0, 0.0, -0.1], [0.0, 0.0, 0.0], [0.2, 0.0, 0.2], [-0.1, -0.4, -0.3], [-0.1, 0.0, 0.2], [-0.1, 0.0, -0.1], [0.0, 1.2, 0.7], [0.0, 0.0, 0.0], [0.0, 0.0, 0.0], [0.0, 0.0, -0.1], [0.0, 0.0, 0.0], [0.0, 0.0, -0.1], [0.0, 0.0, 0.0], [0.0, 0.0, 0.0], [0.0, 0.0, 0.1], [0.0, 0.0, 0.0]],
  "e_lumo_ev": -1.2,
  "homo_energy_ev": -8.012,
  "homo_lumo_gap_ev": 6.77,
  "spin_multiplicity": 1,
  "relative_energy_ev": 0.459,
  "total_energy_ha": -4638.65186
}